This record from the Open Molecules 2025 dataset describes 2 unconnected molecules or ions with the total composition C5H12S. The level of theory is the ωB97M-V functional and the def2-TZVPD basis.

Geometry as ORCA input:
```
! wB97M-V def2-TZVPD RIJCOSX def2/J DEFGRID3
* xyz 0 1
S 1.26089 2.00097 0.41223
C -2.08616 0.31921 -0.16500
C -1.96975 -0.86183 0.48587
C -1.01613 -0.91599 1.59386
C 1.31563 0.93876 -1.19336
C 1.53078 -0.56498 -0.98144
H 0.02190 -1.47351 1.29592
H -0.66683 0.00256 2.18330
H -1.49633 1.18008 0.07428
H 0.57643 -0.93343 -0.60792
H 2.35854 1.30256 -1.47338
H -1.38063 -1.53089 2.44713
H -3.03693 0.38674 -0.85388
H 2.45655 2.41620 0.85568
H -2.55670 -1.75919 0.27141
H 2.36353 -0.95926 -0.45821
H 0.63595 1.47646 -1.83546
H 1.68927 -1.02445 -2.05101
*
```

- ΔE to the lowest compared entry with this formula, charge and spin: 2.566 eV
- Lowest unoccupied orbital energy: 0.80 eV
- SMILES: C=CC.CCS
- HOMO-LUMO gap: 9.800 eV

Results of the Löwdin charge analysis, in e, for atoms 1 through 2: 0.6035, -0.0237

***

This record from the Open Molecules 2025 dataset describes 4 unconnected molecules or ions with the total composition C4H16N2O3. The level of theory is the ωB97M-V functional and the def2-TZVPD basis.

Geometry as ORCA input:
```
! wB97M-V def2-TZVPD RIJCOSX def2/J DEFGRID3
* xyz 0 1
O 1.77030 0.00828 3.63766
O -0.80134 -0.20920 2.22042
O 0.85586 2.00468 2.11836
N -1.24312 1.40331 -2.70102
N 2.05158 -1.38957 -0.47033
C -0.05674 -1.28795 -1.54410
C -1.50641 -0.79935 -1.54951
C -1.69044 0.72504 -1.46567
C 0.78907 -0.77393 -0.65066
H 0.63731 0.03101 0.04129
H 2.77762 -0.72752 -0.21929
H 0.45722 2.68621 2.67166
H 2.50625 -0.47331 3.25191
H 0.20549 -2.02441 -2.28740
H -1.04596 1.11563 -0.68139
H 2.41701 -1.99511 -1.18503
H -0.43072 -0.38079 3.10386
H -0.33698 1.04746 -2.96858
H -2.71827 1.00643 -1.30184
H -1.88067 1.19337 -3.45930
H -0.40707 -0.97817 1.79634
H -2.06737 -1.26790 -0.73053
H 1.62884 0.76435 3.01058
H -2.01460 -1.14455 -2.45532
H 0.10313 1.46598 1.81790
*
```

- ΔE to the lowest compared entry with this formula, charge and spin: 1.081 eV
- Lowest unoccupied orbital energy: 0.66 eV
- SMILES: N/C=C/CCN.O.O.O
- HOMO-LUMO gap: 8.961 eV

Results of the Löwdin charge analysis, in e, for atoms 1 through 2: -0.0906, -0.0660

***

This record from the Open Molecules 2025 dataset describes 3 unconnected molecules or ions with the total composition C21H27BF17NO8. The level of theory is the ωB97M-V functional and the def2-TZVPD basis.

Geometry as ORCA input:
```
! wB97M-V def2-TZVPD RIJCOSX def2/J DEFGRID3
* xyz 0 1
F -6.27369 8.13628 -3.80910
F 5.16396 -0.57673 4.44890
F -4.65288 2.73691 -3.12950
F 9.87535 -3.09352 4.51636
F -5.16812 7.33323 -2.12581
F 8.14819 -3.17448 2.40054
F -3.57830 8.77764 -3.78573
F -2.12514 3.84917 -2.33005
F -3.18400 5.64774 -1.73891
F 7.88160 -3.01602 5.36875
F 3.81840 -2.80527 3.48416
F 8.94030 -5.14486 2.74692
F -5.47459 0.18799 -0.06626
F 7.03444 -1.32577 3.67161
F -3.91927 4.36787 -4.33085
F 5.27396 -3.22888 5.03816
F -3.04222 6.70326 -4.04582
O -5.60371 4.72043 -2.89090
O -3.88706 -3.44531 0.69159
O 2.87407 -1.14400 -0.84086
O 4.06011 -0.16529 0.82596
O -2.11964 -1.31287 2.56210
O 6.85507 -4.73888 3.36062
O -4.28454 -0.97277 1.51637
O -3.11114 1.37240 -1.18990
N -1.10724 0.22789 -0.23864
C -1.01088 1.27029 0.85441
C 0.85538 -2.55394 -0.12186
C -2.95390 -1.52080 1.68397
C -1.61001 -3.32031 0.04364
C -0.28057 0.72714 -1.40232
C -4.78885 -1.04218 0.13934
C -5.94358 5.82176 -3.75782
C 2.10416 -2.34706 -1.12125
C -5.32896 7.21020 -3.46400
C -4.37435 4.06316 -3.10201
C -3.34370 4.33309 -1.98515
C -3.38696 -1.28437 -0.63980
C 3.43139 -1.16832 0.44920
C 8.72374 -3.79281 4.66213
C 5.75457 -3.95928 2.85168
C -4.04616 7.57936 -4.21908
C 5.16310 -2.84396 3.74499
C -0.50727 -2.79592 -0.96750
C 8.15200 -4.18732 3.28489
C 5.70015 -1.42356 3.53315
C -2.87427 -2.42827 0.33783
B -2.55797 0.14308 -0.68194
H 0.01474 1.21857 1.35687
H -3.44562 -3.98456 1.38890
H -3.55601 1.22756 -2.05124
H 5.43288 -1.04834 2.54213
H -5.62489 -1.80236 -0.06069
H -5.84021 5.54424 -4.80995
H 1.66390 -2.26876 -2.16902
H 3.29885 -2.06044 1.16080
H -3.65385 3.85351 -1.05500
H 0.75258 0.23455 -1.29570
H 4.95531 -4.69666 2.73388
H -1.96419 -4.34904 -0.33379
H -1.83566 1.13946 1.63462
H -4.23713 7.66816 -5.29156
H -1.11471 2.32789 0.43472
H -1.09039 -3.54753 1.04823
H -7.02032 5.93914 -3.60777
H -0.72840 0.30040 -2.37269
H -3.53885 -1.52087 -1.75473
H -0.21576 1.85949 -1.46349
H 2.81655 -3.23761 -1.12427
H 0.74993 -1.74626 0.66953
H 5.95570 -3.60539 1.83691
H -0.78000 -1.92681 -1.63728
H 1.04974 -3.55957 0.40845
H -0.24841 -3.67007 -1.67593
H 8.93326 -4.68478 5.25590
*
```

- ΔE to the lowest compared entry with this formula, charge and spin: 2.973 eV
- Lowest unoccupied orbital energy: 0.19 eV
- SMILES: CN(C)B(O)[C@@H]1[C@H](F)OC(=O)[C@]1(O)CCCCOC=O.FC(F)C(F)(F)COC(F)(F)C(F)F.FC(F)C(F)(F)COC(F)(F)C(F)F
- HOMO-LUMO gap: 9.447 eV

Results of the Löwdin charge analysis, in e, for atoms 1 through 2: 0.1017, 0.0983

***

This record from the Open Molecules 2025 dataset describes C6H12N2 in the gas phase. The level of theory is the ωB97M-V functional and the def2-TZVPD basis.

Geometry as ORCA input:
```
! wB97M-V def2-TZVPD RIJCOSX def2/J DEFGRID3
* xyz 0 1
N 0.52604 -0.71754 0.46279
N -1.46184 0.16925 1.31010
C -1.59473 -0.97970 0.30125
C -0.32445 -0.74792 -0.70746
C -0.24595 1.01286 1.61173
C 1.78606 0.48122 -0.76800
C 0.84590 0.76556 0.43024
C 0.68718 -0.40886 -1.74511
H 1.94115 1.49512 -1.20164
H -0.05835 0.63336 2.61828
H 0.20188 0.09371 -2.49921
H 1.22542 -1.30855 -2.35351
H -2.48236 -1.14006 -0.30899
H 2.53960 -0.22018 -0.21775
H -0.59450 0.29807 -0.73152
H -1.40398 -2.04193 0.68387
H 1.35759 -1.42124 0.35837
H -0.46695 2.02548 1.56005
H 0.01587 1.41798 -0.06137
H -2.49358 0.59336 1.25789
*
```

- ΔE to the lowest compared entry with this formula, charge and spin: 11.563 eV
- Lowest unoccupied orbital energy: 0.87 eV
- SMILES: C1C[C@H]2CNC[C@@H]1N2
- HOMO-LUMO gap: 8.653 eV

Results of the Löwdin charge analysis, in e, for atoms 1 through 2: -0.1392, -0.0808

***

Number 1: energy -16212.2095 eV, molecular weight 104.2 g/mol. Number 2: energy -13529.7402 eV, molecular weight 140.2 g/mol. Number 3: energy -86956.3008 eV, molecular weight 755.2 g/mol. Number 4: energy -9385.2869 eV, molecular weight 112.2 g/mol.